<i>
{"formula": "C3H2N2O2", "method": "the ωB97M-V functional and the def2-TZVPD basis", "lumo_energy_ev": -0.382, "elements": ["C", "C", "C", "N", "N", "O", "O", "H", "H"], "positions_angstrom": [[-2.2150, 0.3064, 0.2071], [2.4568, -0.0424, 0.2385], [1.3139, 0.6503, -0.2859], [-2.6559, 1.4088, 0.1732], [1.4049, -0.6740, -0.4917], [-2.0656, -0.8215, 0.3253], [3.4202, -0.3839, 0.8942], [-2.1633, 2.2679, 0.3980], [0.9553, -1.2395, -1.1302]], "lowdin_charge": [-0.4651, -0.4088, 0.0928, 0.1871, 0.1508, 0.1587, 0.0926, 0.0935, 0.0984]}

<ii>
{"formula": "C3H2N2O2", "method": "the ωB97M-V functional and the def2-TZVPD basis", "lumo_energy_ev": 0.052, "elements": ["N", "C", "O", "C", "O", "C", "N", "H", "H"], "positions_angstrom": [[-1.3923, -0.6176, -0.4478], [-0.7438, 0.1830, 0.2480], [0.6149, 0.4401, 0.3322], [1.5162, -0.4319, -0.1927], [1.2638, -1.4193, -0.8220], [-1.6045, 2.0882, 0.6092], [-1.3919, 1.0631, 1.1939], [-0.7845, -1.2244, -0.9891], [2.5221, -0.0812, 0.0683]], "lowdin_charge": [0.2217, -0.5257, 0.0542, -0.2736, 0.0988, 0.1540, 0.0534, 0.0641, 0.1532]}

In terms of stability, <ii> leads; the second structure lies 1.481 eV higher.

<i>
{"formula": "C3H2N2O2", "method": "the ωB97M-V functional and the def2-TZVPD basis", "lumo_energy_ev": 0.003, "elements": ["N", "C", "O", "C", "O", "C", "N", "H", "H"], "positions_angstrom": [[-1.4059, -0.7065, -0.3437], [-0.7111, 0.1860, 0.1907], [0.6318, 0.1794, 0.5319], [1.5281, -0.4870, -0.2523], [1.2800, -1.0547, -1.2744], [-1.7345, 2.4156, 0.9321], [-1.2571, 1.3934, 0.5895], [-0.8475, -1.5198, -0.5909], [2.5161, -0.4064, 0.2171]], "lowdin_charge": [0.2283, -0.4721, 0.0629, -0.2830, 0.1038, 0.0984, 0.0351, 0.0740, 0.1527]}

<ii>
{"formula": "C3H2N2O2", "method": "the ωB97M-V functional and the def2-TZVPD basis", "lumo_energy_ev": [-2.228, -2.242], "elements": ["C", "C", "C", "N", "N", "O", "O", "H", "H"], "positions_angstrom": [[-1.9534, 0.2844, 0.0690], [0.1840, -0.9083, 0.0382], [-0.4756, 0.2349, -0.0798], [-3.0602, 0.5265, -0.0522], [1.5375, -0.8860, 0.0485], [1.8100, 1.3195, -0.0497], [2.2424, 0.1265, -0.0413], [-0.2670, -1.9683, -0.0115], [-0.0176, 1.2709, 0.0787]], "lowdin_charge": [-0.1958, -0.1184, -0.0371, 0.1540, 0.0519, -0.0639, -0.0794, 0.1631, 0.1257]}

In terms of stability, <i> leads; the second structure lies 5.889 eV higher.

<i>
{"formula": "C3H2N2O2", "method": "the ωB97M-V functional and the def2-TZVPD basis", "smiles": "[H]/N=c1/nc1OC=O", "lumo_energy_ev": 0.134, "elements": ["N", "C", "O", "C", "O", "C", "N", "H", "H"], "positions_angstrom": [[0.9256, 1.2630, 1.7805], [0.9759, 0.8501, 0.6011], [-1.4914, -0.8499, 0.3276], [-1.1816, -1.0589, -0.8018], [-0.0421, -0.5504, -1.4112], [0.6809, 0.2149, -0.5904], [1.7688, 0.8911, -0.6154], [0.0861, 0.9081, 2.2410], [-1.7223, -1.6681, -1.5313]], "lowdin_charge": [0.1349, -0.3444, 0.1295, -0.2502, 0.1158, -0.2843, 0.2904, 0.0544, 0.1540]}

<ii>
{"formula": "C3H2N2O2", "method": "the ωB97M-V functional and the def2-TZVPD basis", "smiles": "O=c1nncco1", "lumo_energy_ev": -1.643, "elements": ["C", "C", "C", "H", "H", "N", "N", "O", "O"], "positions_angstrom": [[0.3515, 0.1752, -0.8667], [-1.0250, -0.6008, 1.2944], [0.1114, -1.1353, 0.9822], [-1.5289, -0.9804, 2.0992], [0.6910, -1.7737, 1.7646], [-0.5452, 0.9972, -0.3504], [-1.1512, 0.6874, 0.7726], [0.8973, 0.6700, -1.9031], [1.1135, -0.6291, -0.0067]], "lowdin_charge": [-0.5091, -0.1139, -0.0164, 0.0912, 0.1669, 0.1222, 0.1100, 0.0727, 0.0764]}

<iii>
{"formula": "C3H2N2O2", "method": "the ωB97M-V functional and the def2-TZVPD basis", "smiles": "O=c1nncco1", "lumo_energy_ev": -1.489, "elements": ["C", "C", "C", "H", "H", "N", "N", "O", "O"], "positions_angstrom": [[0.8731, -0.4378, 0.1353], [-1.4652, 0.6874, -0.2940], [-1.2463, -0.5158, -0.5300], [-2.5968, 1.1139, -0.3508], [-1.9661, -1.2034, -0.8181], [0.6193, 1.0232, 0.4099], [-0.4456, 1.7420, 0.2328], [1.8230, -1.0091, 0.7706], [-0.0259, -1.1996, -0.6703]], "lowdin_charge": [-0.3411, -0.1012, -0.1606, 0.1603, 0.1127, 0.0619, 0.1170, 0.0823, 0.0687]}

<iv>
{"formula": "C3H2N2O2", "method": "the ωB97M-V functional and the def2-TZVPD basis", "lumo_energy_ev": -0.231, "elements": ["C", "C", "C", "H", "H", "N", "N", "O", "O"], "positions_angstrom": [[0.2939, -0.2204, -1.2204], [-0.8998, 0.1618, 0.4328], [0.3723, 0.3451, 0.0422], [0.9763, -1.1556, -1.3972], [-0.0051, 0.3406, -2.0638], [-1.0766, 0.0817, 1.7303], [1.1762, 0.5174, 1.1136], [-1.0735, -0.5667, -0.7701], [0.2364, 0.4961, 2.1328]], "lowdin_charge": [-0.0316, -0.2708, -0.2970, 0.1840, 0.1222, 0.1993, 0.1838, 0.0164, -0.1064]}

In terms of stability, <i> leads; the second structure lies 1.579 eV higher.

<i>
{"formula": "C4H10OS", "method": "the ωB97M-V functional and the def2-TZVPD basis", "lumo_energy_ev": 0.469, "elements": ["C", "C", "C", "C", "O", "S", "H", "H", "H", "H", "H", "H", "H", "H", "H", "H"], "positions_angstrom": [[2.4210, 0.7092, 1.2264], [-0.7452, -1.6796, -0.9891], [-0.5122, 0.5605, -1.4668], [-1.5127, -0.3182, -0.8503], [-0.0486, 1.4614, -0.7765], [-1.8056, 0.0542, 0.9402], [3.0191, 1.6368, 1.5831], [2.1605, 0.4919, 0.1549], [3.0349, -0.0430, 1.5251], [-0.3826, -1.9515, -1.9790], [0.0405, -1.5284, -0.0865], [-1.3060, -2.4499, -0.4977], [1.4781, 0.7634, 1.6496], [-2.5594, -0.4246, -1.2994], [-0.4767, 1.6694, 0.0970], [-2.8050, 1.0484, 0.7690]], "lowdin_charge": [-0.0372, -0.1349, -0.2230, -0.7023, 0.0044, 0.7094, 0.0691, 0.0351, -0.0315, 0.0778, 0.1107, 0.0500, -0.0333, 0.1238, 0.0583, -0.0764]}

<ii>
{"formula": "C4H10OS", "method": "the ωB97M-V functional and the def2-TZVPD basis", "smiles": "CSCCCO", "lumo_energy_ev": 0.776, "elements": ["C", "C", "C", "C", "H", "H", "H", "H", "H", "H", "H", "H", "H", "H", "O", "S"], "positions_angstrom": [[1.8381, -0.9819, 0.3003], [-0.0796, 0.8959, 0.9771], [-1.2053, 0.6400, -0.0237], [-1.2771, -0.7918, -0.5470], [1.9899, -1.0910, 1.4009], [0.9425, -1.4601, -0.0114], [2.7615, -1.3497, -0.1823], [-0.1801, 1.8400, 1.4983], [-0.0081, 0.1281, 1.7684], [-1.1748, 1.3669, -0.8209], [-2.0494, 0.8731, 0.5633], [-0.5041, -0.9099, -1.3266], [-0.9750, -1.5701, 0.2607], [-2.4765, -1.7325, -1.6560], [-2.5241, -0.9778, -1.0777], [1.6381, 0.8221, 0.1805]], "lowdin_charge": [-0.4231, -0.4475, -0.2402, -0.3367, 0.0388, -0.0276, 0.0452, 0.0643, 0.0737, 0.1121, 0.0958, 0.1134, 0.1366, 0.0880, -0.0352, 0.7425]}

In terms of stability, <ii> leads; the second structure lies 3.213 eV higher.

<i>
{"formula": "C4H10OS", "method": "the ωB97M-V functional and the def2-TZVPD basis", "smiles": "C[C@H](S)CCO", "lumo_energy_ev": 0.693, "elements": ["C", "C", "C", "C", "H", "H", "H", "H", "H", "H", "H", "H", "H", "H", "O", "S"], "positions_angstrom": [[-1.0839, -1.1987, 0.8950], [0.3011, -0.5811, 0.6821], [0.1919, 0.7084, 0.0098], [0.0236, 0.7208, -1.5133], [-1.5883, -1.2238, -0.0702], [-0.9307, -2.2058, 1.2412], [-1.7261, -0.6149, 1.6482], [0.9880, -1.1870, -0.0866], [0.8092, 0.8833, 2.6934], [-0.5873, 1.3796, 0.5191], [1.1204, 1.2867, 0.2457], [-1.1370, 0.5971, -1.7426], [0.3157, 1.7658, -1.7376], [1.2661, 0.2677, -2.9254], [0.8776, -0.2440, -2.1032], [1.1595, -0.3543, 2.2444]], "lowdin_charge": [-0.1367, -0.7847, -0.3346, -0.2949, 0.0688, 0.0581, 0.1068, 0.1530, -0.1212, 0.1420, 0.0987, 0.1452, 0.1137, 0.1531, -0.1024, 0.7352]}

<ii>
{"formula": "C4H10OS", "method": "the ωB97M-V functional and the def2-TZVPD basis", "lumo_energy_ev": 0.458, "elements": ["C", "C", "C", "C", "H", "H", "H", "H", "H", "H", "H", "H", "H", "H", "O", "S"], "positions_angstrom": [[-2.3058, 0.7303, -0.3989], [0.0857, -0.1379, 0.2386], [0.3434, -1.7298, -0.1538], [1.6829, 0.2530, 0.4364], [-2.7208, -0.3278, -1.2574], [-2.2490, 0.3908, 0.8713], [-2.9963, 1.8853, -0.5041], [-0.6131, 0.2914, 0.9877], [0.8376, -1.6817, -1.0811], [-0.6639, -2.1127, -0.1159], [1.0058, -2.1376, 0.6707], [2.0453, -0.4613, 1.2573], [2.1148, 0.0962, -0.4938], [2.1651, 2.4550, -0.1194], [1.8886, 1.6292, 0.7707], [-0.6205, 0.8576, -1.1085]], "lowdin_charge": [-0.5057, -0.5910, -0.0800, -0.3152, 0.1201, 0.0987, 0.1080, 0.0376, 0.0424, 0.0534, 0.0815, 0.1301, 0.0691, 0.2632, -0.2149, 0.7026]}

<iii>
{"formula": "C4H10OS", "method": "the ωB97M-V functional and the def2-TZVPD basis", "smiles": "C=CO.CCS", "lumo_energy_ev": 0.636, "elements": ["C", "C", "S", "H", "H", "H", "H", "H", "H", "C", "C", "O", "H", "H", "H", "H"], "positions_angstrom": [[2.7558, 0.5875, 1.1739], [1.7265, 0.0094, 0.2035], [2.3922, -0.0051, -1.5095], [3.5623, -0.1091, 1.5290], [3.2884, 1.5500, 0.9781], [2.2205, 0.8518, 2.0693], [0.8398, 0.5463, 0.3278], [1.3983, -1.0335, 0.5378], [1.4991, 0.8977, -1.9874], [-2.7645, -1.2191, -1.2677], [-2.8889, -0.4795, -0.1785], [-2.1397, 0.5997, 0.3723], [-3.6841, -1.7019, -1.6245], [-1.8498, -1.0277, -1.8039], [-3.6544, -0.7783, 0.4492], [-2.7017, 1.3120, 0.7307]], "lowdin_charge": [-0.2128, -0.6155, 0.6525, 0.0786, 0.0760, 0.0477, 0.0231, 0.0915, -0.1506, 0.0131, -0.2536, -0.0481, 0.0720, 0.0556, 0.0704, 0.1001]}

In terms of stability, <i> leads; the second structure lies 0.908 eV higher.

<i>
{"formula": "C4H10OS", "method": "the ωB97M-V functional and the def2-TZVPD basis", "smiles": "C=CO.CCS", "lumo_energy_ev": 0.915, "elements": ["C", "C", "S", "H", "H", "H", "H", "H", "H", "C", "C", "O", "H", "H", "H", "H"], "positions_angstrom": [[0.7106, 0.6784, -1.7166], [-0.7092, 0.2596, -2.0849], [-1.9195, 0.7760, -0.7833], [0.8769, 1.7322, -1.9590], [1.0197, 0.5440, -0.6875], [1.4202, 0.1355, -2.3509], [-0.8365, -0.8192, -2.0588], [-0.9491, 0.6850, -3.0512], [-1.9028, 2.0748, -1.0941], [0.9696, -0.1741, 2.7871], [0.9071, -1.1555, 1.8869], [1.9605, -1.4507, 1.0552], [0.1535, -0.2034, 3.5007], [1.8432, 0.4399, 2.9334], [-0.0202, -1.6886, 1.7343], [2.7561, -1.4442, 1.5654]], "lowdin_charge": [-0.1878, -0.5905, 0.6503, 0.0673, 0.0432, 0.0708, 0.0497, 0.0609, -0.1644, 0.0061, -0.2769, -0.0234, 0.0522, 0.0569, 0.1049, 0.0809]}

<ii>
{"formula": "C4H10OS", "method": "the ωB97M-V functional and the def2-TZVPD basis", "lumo_energy_ev": -2.302, "elements": ["C", "C", "C", "C", "H", "H", "H", "H", "H", "H", "H", "H", "H", "H", "O", "S"], "positions_angstrom": [[0.8332, 1.9307, 0.2574], [0.5780, 0.2679, 0.2155], [-0.6858, -0.3016, -0.7754], [-2.2679, 0.1325, -0.3978], [-0.0152, 2.4439, 0.9239], [2.0660, 2.1467, 0.4286], [0.4979, 2.3213, -0.8935], [0.1175, -0.0167, 1.2948], [1.4815, -1.8599, 1.5489], [-0.4559, -0.0274, -1.7154], [-0.5277, -1.4007, -0.5959], [-2.3782, 1.3123, -0.4113], [-2.8096, -0.1721, -1.4530], [-1.2717, -0.9092, 1.5775], [-2.7596, -0.5731, 0.6405], [2.1642, -0.7144, -0.1017]], "lowdin_charge": [-0.1636, -0.7796, -0.1950, -0.3907, 0.0823, 0.1049, 0.1029, 0.0299, 0.1389, 0.0275, 0.0822, 0.1200, 0.1453, 0.3243, -0.1593, 0.5300]}

In terms of stability, <i> leads; the second structure lies 8.940 eV higher.